(1)
6 unconnected molecules or ions with the total composition C31H79N7O11. Source: the Open Molecules 2025 dataset; level of theory: ωB97M-V/def2-TZVPD.

```
! wB97M-V def2-TZVPD RIJCOSX def2/J DEFGRID3
* xyz 0 1
O -2.515 3.765 2.769
O -1.582 -4.064 0.257
O 1.636 1.522 -5.017
O 5.193 -0.454 1.048
O -0.105 0.641 -1.496
O -1.604 5.303 -2.689
O -0.220 -0.618 3.605
O 2.401 2.551 1.020
O 0.589 -3.578 5.133
O -0.351 -3.759 -4.630
O -4.995 0.647 -3.445
N -2.520 4.362 0.109
N 0.315 -0.181 0.566
N 3.904 0.707 -2.159
N -1.987 -1.455 -3.699
N 1.465 1.681 3.815
N -1.386 -1.053 -0.667
N 0.631 -4.150 2.232
C -2.851 -4.695 0.278
C -0.364 5.275 -1.949
C 1.772 -3.976 4.365
C -0.747 -1.348 -4.401
C 2.683 3.211 2.296
C 4.463 -1.589 1.497
C -4.199 -0.490 -3.145
C 5.259 -0.319 -0.377
C -0.442 -4.965 0.238
C -3.375 4.438 -1.079
C 2.779 2.159 3.354
C 0.770 -4.292 0.837
C 2.012 3.382 -0.062
C 2.679 0.705 -2.917
C -0.135 -3.901 -6.040
C -0.404 -0.192 -0.611
C 1.690 -3.416 2.915
C 2.838 1.592 -4.220
C -2.547 4.265 -2.316
C -1.655 3.021 1.987
C 0.131 -2.516 -4.058
C 3.850 -0.110 -0.985
C -2.640 3.251 4.059
C -1.567 -1.064 3.654
C 0.648 -4.111 6.467
C -2.193 2.990 0.590
C 0.297 -0.163 4.867
C -5.821 1.111 -2.403
C 0.624 2.171 -4.298
C 1.657 0.436 4.586
C -2.861 -0.267 -3.815
H -0.322 0.567 5.350
H 1.869 1.076 -2.299
H 5.795 -1.152 -0.861
H -3.096 0.021 -4.883
H -0.711 -3.216 -6.697
H 3.654 1.214 -4.835
H 0.219 1.570 -3.460
H 3.408 -1.387 1.305
H -0.628 5.364 -0.917
H 2.124 0.649 5.529
H 1.769 3.764 2.560
H -0.859 -1.167 -5.517
H -4.141 3.686 -0.951
H 0.291 6.066 -2.346
H -0.214 -0.447 -4.001
H 0.882 1.517 2.987
H -1.355 -1.870 -0.054
H 1.870 -5.056 4.417
H 4.613 -1.563 2.572
H -0.273 -3.865 2.565
H -1.763 -1.243 -1.595
H -2.797 -5.562 0.913
H 0.150 -2.716 -3.006
H 3.464 -1.134 -1.259
H -1.844 -1.503 2.676
H -6.230 2.081 -2.820
H -2.911 4.833 0.921
H 4.897 -2.458 1.001
H -0.705 -5.711 0.988
H -1.991 3.309 -2.317
H -0.184 -4.927 -6.345
H 2.404 -0.287 -3.263
H 3.246 0.313 -0.201
H 0.908 -3.294 0.307
H -0.258 2.341 -4.945
H -4.565 -1.394 -3.571
H -6.640 0.418 -2.217
H 0.870 0.647 0.565
H -3.138 -5.099 -0.732
H 4.085 1.670 -1.930
H -4.008 -0.578 -2.044
H -3.621 -3.954 0.624
H 1.140 -2.298 -4.438
H 2.621 -3.539 4.845
H 1.123 3.874 0.226
H -2.391 0.557 -3.307
H -1.701 3.215 4.566
H 1.624 -4.881 0.538
H 2.217 -0.353 4.100
H 0.001 -0.510 1.439
H -3.092 2.199 3.951
H -1.458 2.505 -0.033
H -1.782 -1.754 4.444
H 1.575 -2.337 3.102
H -0.626 3.343 2.020
H 0.929 -5.175 6.418
H 3.007 2.664 -3.914
H -0.301 -5.391 -0.760
H -2.274 -0.209 3.796
H 2.664 -3.470 2.469
H -3.264 4.272 -3.166
H 1.875 2.843 -0.975
H 0.437 -1.080 5.467
H 3.422 1.349 3.007
H -3.335 3.843 4.594
H 3.324 2.615 4.186
H -5.321 1.248 -1.439
H -2.539 -2.225 -4.105
H 0.891 -3.541 -6.199
H 1.501 -3.662 7.028
H 5.709 0.605 -0.650
H -3.129 2.334 0.554
H 2.759 4.103 -0.396
H -0.346 -3.974 6.885
H 3.588 3.920 2.217
H 0.916 3.155 -3.999
H 0.110 4.328 -2.010
H -1.561 2.009 2.372
H -3.796 5.428 -1.116
*
```

Values from the calculation:
Highest occupied orbital energy   -8.360 eV
SMILES string   COCCNCCOC.COCCNCCOC.COCCNCCOC.COCCNCCOC.COCCNCCOC.NC(N)=O
E_tot   -2439.222845 Eh

***

(2)
A molecular structure, C31H81AsF6N7O5. Source: the Open Molecules 2025 dataset; level of theory: ωB97M-V/def2-TZVPD.

```
! wB97M-V def2-TZVPD RIJCOSX def2/J DEFGRID3
* xyz 5 1
As -0.003 -1.289 -0.240
F 0.288 -0.202 1.116
F -1.627 -1.343 0.306
F -0.300 -2.285 -1.622
F -0.503 0.065 -1.263
F 0.592 -2.586 0.725
F 1.616 -1.043 -0.802
O 5.044 -1.265 6.499
O -4.223 -7.561 1.326
O 5.328 3.338 2.567
O 0.308 1.604 -5.268
O -3.380 1.729 -0.928
N 4.314 2.291 -0.844
N -1.578 -1.619 -5.323
N -2.083 3.922 -2.469
N -1.644 3.674 2.502
N 2.911 -1.729 4.189
N -3.080 5.264 2.314
N -1.563 -6.033 1.500
C -1.878 -7.512 1.527
C -3.105 2.963 -3.025
C 2.877 2.412 -0.414
C -4.042 2.297 -2.032
C -2.916 4.008 2.693
C -2.757 -5.179 1.795
C -2.737 -1.915 -4.419
C 4.435 0.949 -1.493
C -4.360 5.994 2.276
C -0.465 -2.615 -5.070
C -1.021 2.339 2.587
C -1.563 4.762 -3.588
C 1.910 -2.716 3.681
C 3.199 -0.701 3.078
C -2.709 4.771 -1.411
C -1.874 1.315 3.309
C -0.177 0.453 -5.935
C -0.557 -5.722 2.553
C -2.103 -1.682 -6.725
C -1.134 -0.235 -4.945
C 4.660 3.358 -1.815
C -0.993 4.746 1.950
C -1.011 -5.636 0.169
C 2.259 -1.001 5.317
C -3.037 -7.982 0.682
C 5.267 -1.600 5.142
C -0.935 3.183 -1.853
C 5.145 3.645 1.192
C 4.155 -2.501 4.651
C -1.882 5.747 1.828
C 5.231 2.338 0.365
H 5.655 3.140 -2.209
H 4.491 3.056 2.949
H -3.422 -5.226 0.936
H -2.429 -4.141 1.835
H -1.303 -1.420 -7.413
H -0.460 2.525 -2.580
H -1.856 -5.527 -0.502
H 0.354 -6.290 2.370
H 4.752 4.300 -1.284
H -3.697 3.376 3.083
H -0.264 3.934 -1.439
H -2.981 -7.554 -0.326
H -4.536 1.520 -2.635
H 6.204 -2.157 5.055
H 3.757 -1.375 2.428
H 5.012 1.458 0.961
H -4.271 6.987 2.700
H 3.734 -3.038 5.500
H 2.951 -0.261 5.715
H 1.424 -0.424 4.912
H 2.247 -0.398 2.657
H -2.296 1.643 4.254
H -2.395 5.080 -4.216
H 6.217 2.342 -0.097
H -0.326 -4.662 2.509
H -2.987 -9.069 0.623
H -3.160 4.211 -0.604
H -5.087 5.417 2.846
H 1.268 1.590 -5.281
H 0.025 4.703 1.609
H 5.749 -1.630 7.043
H -4.734 5.976 1.254
H -2.055 5.601 -1.168
H -0.635 -0.336 -3.983
H -0.871 1.961 1.573
H -3.257 -2.807 -4.762
H -2.444 -1.882 -3.374
H 1.472 -3.286 4.501
H 5.500 0.745 -1.621
H -0.849 4.175 -4.159
H -2.949 -1.019 -6.876
H -2.379 -2.719 -6.905
H -1.264 2.522 -1.056
H -1.247 0.427 3.426
H -0.083 -2.361 -4.086
H -3.299 -5.540 2.659
H 4.221 4.194 1.008
H -4.876 2.956 -1.768
H -0.271 -6.363 -0.153
H 0.629 -0.229 -6.221
H -3.559 5.239 -1.928
H 3.760 0.073 3.586
H -4.012 1.253 -0.379
H -2.107 -7.742 2.572
H -2.613 0.889 2.626
H -0.913 -3.600 -5.122
H 2.243 2.146 -1.255
H 1.096 -2.182 3.199
H 5.427 -0.703 4.542
H -1.143 5.706 -3.245
H 2.724 1.788 0.462
H -3.737 3.545 -3.695
H 0.262 -2.365 -5.836
H -4.986 -8.074 1.039
H 6.017 4.259 0.980
H -1.996 0.426 -4.897
H -1.007 -5.999 3.504
H 3.982 0.180 -0.878
H -2.584 2.239 -3.647
H 4.037 1.014 -2.502
H 1.886 -1.691 6.066
H 4.428 -3.175 3.843
H 3.960 3.326 -2.643
H -3.485 -1.133 -4.563
H -0.706 0.714 -6.852
H -1.855 6.767 1.484
H 2.648 3.443 -0.147
H -0.021 2.450 3.002
H 2.403 -3.435 3.031
H -0.932 -8.027 1.361
H -0.492 -4.677 0.244
*
```

Values from the calculation:
Highest occupied orbital energy   -19.616 eV
E_tot   -4822.497782 Eh

***

Let's list relative energy (zero: lowest compared OMol25 entry of this formula, charge and spin) in order: 0.0; 3.4 kcal per mole.
Let's list frontier orbital gap in order: 8.9; 9.7 eV.